1.
{
  "formula": "C36H24N7O2Ru",
  "method": "wB97M-V/def2-TZVPD",
  "elements": ["C", "C", "C", "N", "H", "C", "H", "C", "C", "C", "C", "H", "C", "H", "C", "C", "H", "C", "H", "H", "H", "N", "H", "C", "H", "C", "C", "H", "C", "H", "N", "Ru", "H", "C", "C", "H", "H", "C", "O", "C", "H", "C", "H", "C", "C", "C", "N", "C", "N", "N", "H", "C", "O", "H", "H", "C", "C", "C", "H", "C", "N", "C", "H", "C", "C", "C", "C", "C", "H", "H"],
  "coordinates": [[0.974963, -2.291589, 0.423697], [3.410355, -2.509415, -0.864466], [2.353609, 3.911191, -1.310611], [0.462551, 0.905848, -2.218134], [2.858168, 4.288154, -0.437711], [2.596297, 0.666492, 4.399589], [-5.376293, 1.546373, 2.378715], [-4.241084, -0.259398, 2.495947], [-0.032394, -4.409406, 1.897120], [0.616972, -0.010854, 3.254101], [-2.346244, 0.994731, 0.907531], [1.643890, 4.745195, -4.518512], [-3.065898, -0.955021, 2.127041], [1.731211, -5.486773, 1.355418], [1.670078, 4.162712, -3.606355], [-0.309792, -2.124284, 1.078682], [3.213824, 0.697587, 5.288050], [-2.099272, -2.072940, -1.540231], [-2.836778, 4.597098, -0.323389], [-1.711299, -3.171692, 2.323236], [-0.448841, -5.221246, 2.479887], [1.642373, 1.819387, -0.132996], [-0.797515, 3.264916, -0.909103], [-3.514223, 1.671866, 1.281224], [-2.238559, -3.623396, -4.533408], [-2.506096, -2.987213, -2.495999], [-1.027755, -1.923791, -4.036956], [-3.238397, -3.741013, -2.241395], [-4.475550, 1.018796, 2.093539], [-0.558000, -1.795423, -5.001254], [-0.897186, -0.889088, 0.886841], [0.197391, 0.365212, -0.255425], [-0.332442, -0.527719, 3.221072], [2.942481, -3.568836, -0.149362], [1.697163, -3.488169, 0.523003], [-2.490951, -2.111858, -0.532624], [3.950004, 1.808411, 3.140639], [1.065043, 2.915394, -3.580839], [3.575881, 2.613826, 0.862194], [-2.092882, -0.368058, 1.336096], [-2.959731, -1.960978, 2.487736], [1.170420, -4.564328, 1.280361], [-4.584356, 3.537564, 1.098165], [-3.685144, 3.001004, 0.820133], [1.751010, 2.654381, -1.276796], [2.543516, 1.947958, 0.863291], [-1.215391, -1.109699, -1.801455], [2.632100, -1.336538, -0.919945], [1.477715, -1.237621, -0.306404], [1.013591, 0.584778, 2.129160], [0.576019, 2.524794, -4.456695], [-1.950586, -2.916032, -3.766307], [0.621445, 0.278018, -4.440806], [2.786857, 5.628953, -2.503844], [4.356058, -2.544887, -1.385611], [1.106504, 2.156508, -2.412313], [2.179264, 1.216461, 2.125544], [-0.771953, -3.207727, 1.804118], [0.997835, -0.466543, 5.307638], [3.014163, 1.276661, 3.232345], [-1.401447, 1.612928, 0.120071], [0.217749, 0.122222, -3.291122], [2.952828, -0.461763, -1.472873], [-0.702344, -1.036740, -3.020419], [1.369365, 0.017811, 4.415131], [-2.733845, 3.585663, 0.042398], [2.309880, 4.657456, -2.478565], [-1.583257, 2.844079, -0.292866], [-4.964865, -0.772316, 3.116455], [3.511800, -4.488072, -0.081379]],
  "atomic_forces_ev_per_a": [[-0.1, 0.1, 0.0], [0.0, 0.1, 0.0], [0.0, 0.0, -0.1], [0.0, 0.1, -0.3], [0.0, 0.0, 0.0], [0.0, 0.0, 0.0], [0.0, 0.0, 0.0], [0.1, -0.1, 0.0], [-0.1, 0.1, 0.0], [0.1, 0.0, 0.0], [0.1, 0.0, 0.0], [0.0, 0.0, 0.0], [-0.1, 0.1, 0.0], [0.0, 0.0, 0.0], [0.0, 0.0, 0.0], [0.0, 0.1, -0.1], [0.0, 0.0, 0.0], [0.1, 0.0, -0.1], [0.0, 0.0, 0.0], [0.0, 0.0, 0.0], [0.0, 0.0, 0.0], [0.2, 0.3, -0.1], [0.0, 0.0, 0.0], [-0.1, 0.1, 0.0], [0.0, 0.0, 0.0], [0.0, 0.0, 0.0], [0.0, 0.0, 0.0], [0.0, 0.0, 0.0], [0.0, 0.1, 0.0], [0.0, 0.0, 0.0], [-0.3, -0.2, 0.2], [0.2, 0.2, 0.1], [0.0, 0.0, 0.0], [0.0, -0.1, 0.0], [0.1, -0.1, 0.0], [0.0, 0.0, 0.0], [0.0, 0.0, 0.0], [0.0, 0.0, 0.1], [-0.1, 0.0, -0.1], [0.1, 0.0, -0.1], [0.0, 0.0, 0.0], [0.1, 0.0, 0.0], [0.0, 0.0, 0.0], [-0.1, -0.1, 0.1], [-0.1, -0.1, 0.1], [0.1, -0.1, 0.0], [-0.1, -0.2, 0.1], [0.0, -0.1, 0.0], [0.0, -0.1, 0.1], [-0.1, -0.2, 0.1], [0.0, 0.0, 0.0], [0.0, 0.0, 0.0], [0.0, 0.1, 0.1], [0.0, 0.0, 0.0], [0.0, 0.0, 0.0], [-0.1, -0.1, 0.1], [0.0, 0.1, -0.1], [0.1, -0.1, 0.0], [0.0, 0.0, 0.0], [0.0, 0.0, 0.0], [-0.1, 0.0, 0.0], [0.1, -0.1, 0.0], [0.0, 0.0, 0.0], [0.1, 0.2, 0.0], [0.0, 0.0, 0.0], [0.1, -0.1, -0.1], [0.0, 0.0, 0.0], [-0.1, 0.0, 0.0], [0.0, 0.0, 0.0], [0.0, 0.0, 0.0]],
  "nbo_charge": [0.2071, -0.2409, -0.2212, -0.5818, 0.2431, -0.1633, 0.2142, -0.1774, -0.1906, 0.0472, 0.2050, 0.2085, -0.2897, 0.2145, -0.2278, 0.1565, 0.2197, 0.0586, 0.2293, 0.2029, 0.2153, -0.5637, 0.2306, -0.0859, 0.2193, -0.2529, -0.2119, 0.2218, -0.2244, 0.2518, -0.5804, 0.9499, 0.2073, -0.1282, -0.0928, 0.2046, 0.2526, -0.2376, -0.6444, 0.1655, 0.2094, -0.2240, 0.2192, -0.1308, 0.0870, 0.6196, -0.4235, 0.0831, -0.3962, -0.4190, 0.2412, -0.1612, -0.6441, 0.2085, 0.2306, 0.1855, 0.1357, -0.2406, 0.2212, -0.2116, -0.3898, 0.6109, 0.2300, 0.1341, -0.2415, -0.2402, -0.2268, 0.0872, 0.2157, 0.2199],
  "relative_energy_ev": 0.0000,
  "lumo_ev": [-0.261, -0.247],
  "multiplicity": 2
}

***

2.
{
  "formula": "C36H25AsGaN3",
  "method": "wB97M-V/def2-TZVPD",
  "elements": ["H", "C", "C", "H", "Ga", "C", "H", "C", "C", "C", "C", "C", "H", "H", "H", "H", "H", "H", "C", "H", "C", "C", "C", "C", "C", "C", "H", "H", "C", "C", "H", "H", "N", "H", "C", "H", "H", "C", "H", "N", "H", "C", "C", "C", "C", "C", "C", "H", "C", "C", "C", "N", "H", "C", "H", "C", "C", "As", "H", "H", "C", "C", "C", "C", "C", "H"],
  "coordinates": [[-4.233107, -4.978287, 0.449456], [-3.037575, 1.348494, 0.630775], [-3.440326, -4.331715, -1.408068], [3.477180, 4.009662, -2.748059], [-0.873341, 0.035578, -0.486943], [2.875500, -1.428376, -1.940796], [-3.535748, -3.007183, 1.695440], [-3.275732, -3.075020, 0.652962], [4.710865, -2.926091, -1.544946], [1.667021, -0.171978, 3.052137], [-4.065318, 3.507771, 0.275583], [3.860104, -2.273822, -2.426840], [4.076915, 2.847232, 3.347088], [3.453914, -1.784016, 1.391424], [-3.190114, 4.647237, -1.321892], [3.975462, -2.417371, -3.492150], [5.199449, -3.303087, 0.506198], [3.540468, 1.492390, 5.318061], [-3.154858, 3.745854, -0.729136], [0.970166, -0.998942, 2.966084], [-2.206156, -2.232905, -1.329270], [2.569711, 2.426523, -1.627368], [3.096635, 1.243547, 4.367365], [2.882463, 1.668919, 2.010742], [-2.551514, -2.069605, 0.048284], [-2.448402, -3.347862, -3.460902], [2.205318, -0.906491, -2.621870], [2.028630, 2.010453, -2.470892], [3.574899, -1.919899, 0.320710], [4.552615, -2.769866, -0.175632], [5.496302, -3.561529, -1.927888], [-5.533543, 0.515162, 3.441164], [-1.454925, -1.270592, -1.931877], [4.442939, 3.932529, 1.410355], [3.923056, 3.499520, 0.570030], [-3.793858, -5.178244, -1.973874], [1.968157, -0.388595, 5.161464], [-3.690352, -4.204559, -0.068487], [-1.404510, 2.959223, -1.731933], [-2.135728, -0.866870, 0.632682], [-3.963765, -1.186727, 2.688284], [4.058626, 4.060743, -0.690861], [2.023624, 0.555548, 1.931237], [-4.860304, 0.753111, 2.633725], [-3.042193, 0.037267, 1.201046], [-4.025299, 2.301083, 0.999294], [2.216992, 0.175856, 4.278233], [-1.559607, -2.297019, -5.111856], [-4.930729, 1.979151, 2.029980], [-3.945328, -0.222552, 2.209769], [3.125641, 2.374718, 0.745461], [-2.116098, 1.641639, -0.328828], [-2.842411, -4.160239, -4.052181], [2.756025, -1.232102, -0.567984], [-5.663416, 2.714104, 2.321437], [-2.700612, -3.335778, -2.076056], [3.413323, 2.002129, 3.251230], [1.574200, 0.188987, 0.088676], [-0.632189, -0.505697, -3.646953], [4.706385, 4.912282, -0.821914], [2.471468, 1.838475, -0.379064], [3.374554, 3.545854, -1.780565], [-1.227529, -1.314125, -3.236662], [-2.168785, 2.794648, -0.980604], [-1.732989, -2.327731, -4.046913], [-4.832247, 4.229184, 0.512889]],
  "atomic_forces_ev_per_a": [[-0.1, -0.1, 0.0], [-0.7, 0.0, 0.4], [0.0, 0.0, 0.2], [0.0, 0.0, -0.1], [-0.9, -0.3, 0.3], [-0.3, 0.2, 0.0], [0.0, 0.0, 0.1], [0.3, 0.4, -0.1], [-0.1, 0.0, 0.1], [-0.1, -0.2, -0.2], [0.2, -0.1, -0.1], [0.0, 0.0, 0.0], [0.1, 0.1, 0.0], [0.1, 0.0, -0.1], [0.1, 0.0, 0.0], [0.0, 0.0, 0.0], [0.0, 0.0, 0.0], [0.0, 0.0, 0.1], [-0.1, 0.0, 0.1], [0.1, 0.0, 0.1], [-0.6, -0.6, 0.1], [-0.1, -0.2, 0.0], [0.0, 0.0, 0.0], [-0.2, -0.4, 0.1], [-0.1, -0.3, 0.0], [0.1, 0.2, 0.1], [0.2, -0.1, 0.0], [0.1, 0.1, -0.1], [-0.2, 0.2, 0.3], [0.0, 0.0, -0.1], [0.0, -0.1, 0.0], [-0.1, 0.0, 0.1], [0.5, 0.7, 0.2], [0.1, 0.0, 0.1], [-0.1, -0.2, 0.0], [-0.1, -0.1, 0.0], [-0.1, -0.1, 0.1], [-0.1, -0.2, -0.5], [-0.1, 0.1, 0.0], [0.9, 0.2, 0.0], [0.1, -0.1, 0.0], [0.0, 0.0, 0.1], [-0.1, 0.0, 0.0], [-0.2, 0.4, -0.1], [-0.2, 0.1, 0.1], [0.5, -0.3, -0.2], [0.0, 0.0, 0.0], [0.1, 0.0, 0.0], [0.0, -0.2, 0.1], [0.4, 0.0, -0.4], [-0.1, -0.1, -0.5], [0.7, -0.4, -0.3], [0.0, -0.1, -0.1], [-0.3, 0.1, 0.1], [-0.1, 0.0, 0.1], [0.3, 0.4, 0.2], [-0.1, -0.1, -0.2], [0.6, 0.3, 0.0], [0.0, -0.1, -0.1], [0.0, 0.1, 0.0], [-0.1, 0.1, 0.0], [0.0, 0.0, 0.0], [0.1, 0.1, 0.0], [0.2, 0.0, -0.1], [-0.1, -0.1, 0.1], [-0.1, 0.1, 0.0]],
  "nbo_charge": [0.2432, 0.1295, -0.1846, 0.2381, 1.5421, -0.2495, 0.2321, -0.1991, -0.1650, -0.2304, -0.0408, -0.1903, 0.2321, 0.2336, 0.2573, 0.2372, 0.2399, 0.2410, -0.2641, 0.2293, 0.2109, -0.1961, -0.1580, -0.0923, 0.1352, -0.0418, 0.2057, 0.2112, -0.2443, -0.1727, 0.2409, 0.2430, -0.6125, 0.2310, -0.1840, 0.2398, 0.2386, -0.1579, 0.2161, -0.8519, 0.2315, -0.1597, -0.2270, -0.1590, 0.2195, -0.0754, -0.1831, 0.2570, -0.1836, -0.2200, 0.0228, -0.5877, 0.2458, -0.2135, 0.2398, -0.0927, -0.1711, 0.9524, 0.2119, 0.2406, -0.3366, -0.1935, 0.1027, 0.1060, -0.2653, 0.2457],
  "lumo_ev": -5.950,
  "charge": 2
}